Formula: C25H20AlBrCl60NO2
Source: the OMol25 dataset
Level of theory: ωB97M-V with the def2-TZVPD basis set

The geometry in ORCA input format:
```
! wB97M-V def2-TZVPD RIJCOSX def2/J DEFGRID3
* xyz -1 1
Br 2.618 0.165 1.209
Cl -4.566 -12.374 -2.117
Cl 2.687 -1.390 -6.215
Cl -1.748 6.400 4.332
Cl 0.759 -3.249 -7.289
Cl 6.542 -9.171 1.224
Cl 7.975 -3.284 6.606
Cl 0.977 -2.885 -4.437
Cl -12.085 14.378 -1.356
Cl 7.986 -1.847 0.911
Cl 10.643 5.699 3.992
Cl -2.731 1.270 -5.117
Cl -9.921 12.521 -1.778
Cl -5.234 10.169 1.490
Cl 3.183 -5.375 0.022
Cl 5.198 -8.193 -1.133
Cl -10.801 13.126 0.903
Cl 3.629 7.215 4.182
Cl 5.461 -3.186 1.325
Cl -5.965 12.694 2.675
Cl 7.083 -2.454 3.586
Cl -3.552 5.004 2.578
Cl -4.429 -8.783 0.310
Cl 8.049 -7.857 -0.855
Cl -4.231 0.551 -7.473
Cl 1.738 -3.104 1.025
Cl 12.312 8.001 4.488
Cl -5.526 0.605 -4.896
Cl -7.335 1.873 -12.255
Cl 7.635 -6.004 5.721
Cl 0.429 -5.692 0.840
Cl -2.226 -9.635 -1.348
Cl 9.440 8.234 4.632
Cl 6.253 -6.331 0.804
Cl 5.742 -0.419 2.054
Cl -2.980 -6.855 -1.275
Cl -0.365 -9.401 -4.358
Cl -12.477 11.566 -0.849
Cl -1.720 -8.067 1.011
Cl -7.755 10.440 2.856
Cl 10.157 -4.665 5.328
Cl -4.417 5.764 5.222
Cl 4.896 4.711 3.514
Cl -4.317 -13.071 -4.903
Cl 6.507 7.058 4.013
Cl 0.555 -7.362 -2.522
Cl -6.264 3.013 -9.830
Cl 4.912 6.882 1.619
Cl -3.446 -14.921 -2.869
Cl -1.957 -12.501 -3.350
Cl -0.579 -6.609 -5.055
Cl -0.132 -0.795 -6.048
Cl -7.592 0.457 -9.754
Cl 2.010 -7.871 -4.954
Cl -4.018 7.783 3.204
Cl 1.039 -4.215 -1.526
Cl 9.329 -5.426 7.986
Cl -7.346 11.753 0.325
Cl -5.011 0.703 -11.011
Cl 10.727 7.857 2.082
Cl -3.602 -1.455 -5.502
Al 2.061 1.944 2.707
O 2.813 1.444 4.333
O -1.411 -2.698 1.794
N 5.228 1.325 4.341
C -0.779 2.924 2.140
C -6.573 11.264 1.835
C 1.078 -2.079 -6.000
C 8.772 -4.842 6.412
C 0.099 1.975 2.995
C -2.838 -8.335 -0.325
C -0.785 -2.065 2.893
C -2.053 -1.783 0.928
C -11.321 12.898 -0.767
C -1.788 -0.110 -0.970
C 6.508 -7.884 0.012
C 10.781 7.444 3.798
C 1.601 -4.586 0.112
C -4.021 0.241 -5.746
C -6.552 1.512 -10.712
C 4.079 1.365 4.328
C -1.880 1.270 -0.291
C -0.498 1.925 -0.218
C -3.574 -13.214 -3.307
C 0.407 -7.812 -4.214
C -1.095 -1.146 -0.075
C -3.430 6.233 3.831
C 6.565 -1.960 1.970
C -0.341 3.145 0.694
C 4.984 6.444 3.334
H -1.809 2.543 2.141
H -2.572 1.904 -0.860
H -0.229 2.228 -1.239
H -0.668 -1.963 -0.666
H -2.798 -0.479 -1.199
H -0.832 3.898 2.639
H -1.260 -0.019 -1.925
H -2.817 -2.339 0.371
H -1.495 -1.397 3.399
H -0.935 3.973 0.276
H -0.259 -0.685 0.456
H -2.580 -1.024 1.528
H 0.235 1.176 0.080
H -2.314 1.116 0.703
H 2.747 3.297 2.287
H 0.704 3.471 0.651
H -0.475 -2.842 3.592
H -0.028 2.275 4.046
H 0.089 -1.471 2.601
H -0.274 0.944 2.941
*
```

Calculated values
frontier orbital gap: 7.223 eV
lowest unoccupied orbital energy: 0.99 eV
E: -859820.022 eV
highest occupied orbital energy: -6.2 eV

***

Formula: C3H7IN2O
Source: the OMol25 dataset
Level of theory: ωB97M-V with the def2-TZVPD basis set

The geometry in ORCA input format:
```
! wB97M-V def2-TZVPD RIJCOSX def2/J DEFGRID3
* xyz 0 1
I 3.322 1.560 -1.128
O 1.941 -0.702 -0.141
N -0.598 0.966 -0.002
N 0.438 1.018 -0.719
C 0.960 -1.581 0.296
C 1.688 0.651 -0.061
C -1.879 1.234 -0.645
H 0.132 -1.474 -0.321
H 1.629 1.118 1.036
H -2.442 1.900 -0.023
H -1.729 1.618 -1.646
H 0.717 -1.310 1.309
H 1.447 -2.531 0.208
H -2.157 0.245 -0.507
*
```

Calculated values
ΔE to the lowest compared entry with this formula, charge and spin: 47.1 kJ/mol
frontier orbital gap: 9.487 eV
lowest unoccupied orbital energy: 0.26 eV
E: -16349.841 eV
highest occupied orbital energy: -9.2 eV
SMILES: C/N=N/[C@H](I)OC

***

Formula: C6H7F5S
Source: the OMol25 dataset
Level of theory: ωB97M-V with the def2-TZVPD basis set

The geometry in ORCA input format:
```
! wB97M-V def2-TZVPD RIJCOSX def2/J DEFGRID3
* xyz 0 1
S 1.033 -2.232 -0.103
F 1.891 0.030 0.845
F 1.381 0.270 -1.826
F -0.214 2.475 -1.842
F -1.063 2.045 0.045
F 1.056 2.424 -0.053
C 0.255 0.339 -0.919
C -0.507 -0.541 1.273
C -0.246 -0.529 2.571
C -0.989 -0.260 -1.581
C 0.029 1.839 -0.652
C 0.607 -0.446 0.311
H 0.802 -0.460 2.932
H -0.933 -1.345 -1.770
H -1.126 -0.585 3.246
H -1.450 -1.007 0.873
H -0.677 -0.027 -2.674
H -1.943 0.314 -1.356
H 2.095 -2.302 0.680
*
```

Calculated values
ΔE to the lowest compared entry with this formula, charge and spin: 50.3 kJ/mol
frontier orbital gap: 9.930 eV
lowest unoccupied orbital energy: 0.55 eV
E: -30756.662 eV
highest occupied orbital energy: -9.4 eV
SMILES: C=C[C@@](F)(S)[C@](C)(F)C(F)(F)F

***

Formula: C7H10N4
Source: the OMol25 dataset
Level of theory: ωB97M-V with the def2-TZVPD basis set

The geometry in ORCA input format:
```
! wB97M-V def2-TZVPD RIJCOSX def2/J DEFGRID3
* xyz 2 3
N 2.166 0.573 2.304
N 0.938 0.598 0.523
N -2.719 -1.711 -0.558
N -1.098 -0.248 -0.696
C -2.052 0.143 -1.642
C -1.604 -1.286 -0.048
C 0.147 0.385 -0.660
C 2.016 1.442 0.302
C 1.025 0.157 1.759
C 2.789 1.411 1.398
C -3.013 -0.815 -1.578
H 2.370 -1.311 -1.932
H 3.644 1.999 1.419
H 2.470 0.537 3.390
H -3.270 -2.632 -0.343
H -0.961 -1.843 0.624
H 0.382 1.083 -1.357
H -3.829 -1.016 -2.313
H 2.236 2.041 -0.492
H -1.964 0.893 -2.350
H 0.329 -0.400 2.250
*
```

Calculated values
ΔE to the lowest compared entry with this formula, charge and spin: 0.0 kJ/mol
⟨S²⟩: 2.010
frontier orbital gap (alpha / beta): 9.596 / 8.676 eV
lowest unoccupied orbital energy (alpha / beta): -6.99 / -9.30 eV
E: -13359.546 eV
highest occupied orbital energy (alpha / beta): -16.6 / -18.0 eV